[1]
Formula: C39H40ClN3O6P
Source: the Open Molecules 2025 dataset
Level of theory: ωB97M-V with the def2-TZVPD basis set

Structure (XYZ):
```
90
Properties=species:S:1:pos:R:3:mulliken_charge:R:1
C 1.209 -5.543 1.081 -0.96
C 2.094 -4.583 0.796 -0.36
C 2.693 -3.819 1.935 -1.20
N 3.244 -2.448 1.633 0.23
C 4.557 -2.586 0.895 -1.32
C 4.451 -2.792 -0.626 -0.55
C 5.139 -4.088 -1.104 -0.80
C 4.534 -4.673 -2.386 -0.68
C 4.253 -3.635 -3.483 -0.60
N 3.940 -4.202 -4.787 -0.63
N 2.277 -1.684 0.888 0.42
C 2.700 -0.345 0.436 -1.01
C 0.950 -1.635 1.543 0.49
C -0.196 -2.249 0.797 -1.25
O 0.833 -1.057 2.585 -0.36
P 3.578 -1.782 3.450 0.30
O 4.786 -2.770 3.879 -0.46
Cl 4.627 -0.115 3.066 -0.12
H 0.463 -5.366 1.852 0.25
H 1.226 -6.516 0.607 0.32
H 2.361 -4.364 -0.231 0.50
H 3.514 -4.411 2.332 0.74
H 1.954 -3.736 2.746 0.86
H 5.122 -1.677 1.074 0.79
H 5.124 -3.387 1.360 0.62
H 3.423 -2.733 -0.973 0.34
H 4.972 -1.960 -1.099 0.52
H 6.181 -3.848 -1.322 0.49
H 5.131 -4.850 -0.320 0.33
H 5.258 -5.380 -2.800 0.42
H 3.627 -5.246 -2.166 0.23
H 5.125 -2.984 -3.579 0.36
H 3.402 -3.023 -3.173 0.24
H 3.202 -4.891 -4.692 0.26
H 4.746 -4.696 -5.154 0.29
H 2.191 0.447 0.988 0.18
H 3.766 -0.188 0.529 0.48
H 2.436 -0.243 -0.617 0.32
H -0.646 -3.026 1.413 0.25
H -0.956 -1.473 0.677 0.36
H 0.086 -2.628 -0.179 0.29
H 4.422 -3.518 4.378 0.42
C 1.785 1.815 3.891 -0.15
C 2.458 2.843 4.546 -0.83
C 2.022 4.152 4.411 -0.61
C 0.924 4.441 3.607 0.22
C 0.272 3.410 2.933 0.10
C 0.697 2.099 3.089 -0.75
C -0.874 3.679 2.024 0.42
O -1.427 2.769 1.438 -0.65
C -1.302 5.089 1.851 0.19
C -2.339 5.355 0.968 -0.53
C -2.778 6.655 0.789 -0.81
C -2.181 7.690 1.503 -0.49
C -1.140 7.429 2.382 -0.68
C -0.689 6.126 2.555 0.32
C 0.452 5.858 3.480 0.57
O 0.985 6.746 4.105 -0.65
H 2.100 0.786 3.996 0.58
H 3.320 2.623 5.164 0.42
H 2.528 4.962 4.921 0.50
H 0.165 1.310 2.576 0.78
H -2.782 4.526 0.437 0.72
H -3.583 6.865 0.096 0.46
H -2.527 8.707 1.369 0.40
H -0.668 8.229 2.936 0.50
C -3.326 3.817 -2.514 -0.60
C -2.648 3.000 -1.615 -0.94
C -3.048 1.689 -1.429 -0.56
C -4.133 1.185 -2.131 0.15
C -4.827 2.009 -3.018 0.48
C -4.415 3.322 -3.213 -0.69
C -6.024 1.507 -3.755 0.59
O -6.624 2.218 -4.530 -0.65
C -6.456 0.102 -3.499 0.17
C -7.597 -0.374 -4.132 -0.57
C -8.011 -1.678 -3.921 -0.49
C -7.284 -2.515 -3.081 -0.50
C -6.149 -2.044 -2.444 -0.54
C -5.734 -0.733 -2.643 0.20
C -4.527 -0.238 -1.925 0.45
O -3.883 -0.967 -1.195 -0.70
H -3.008 4.841 -2.664 0.45
H -1.803 3.378 -1.057 0.79
H -2.522 1.050 -0.733 0.74
H -4.958 3.945 -3.912 0.49
H -8.151 0.285 -4.786 0.48
H -8.903 -2.046 -4.411 0.40
H -7.608 -3.535 -2.922 0.40
H -5.577 -2.683 -1.785 0.46
```

Total charge: +1
LUMO level: -0.1061 Eh
E: -2927.14090 hartree
Orbital gap: 8.302 eV
Multiplicity: 1


[2]
Formula: C5H14
Source: the Open Molecules 2025 dataset
Level of theory: ωB97M-V with the def2-TZVPD basis set

Structure (XYZ):
```
19
Properties=species:S:1:pos:R:3:mulliken_charge:R:1
C 1.651 0.833 0.861 -1.20
C 1.349 0.611 -0.589 0.23
C 2.158 -0.425 -1.393 -1.17
H 2.787 1.228 0.910 0.32
H 1.110 1.659 1.289 0.31
H 1.562 -0.077 1.328 0.36
H 1.599 1.553 -1.129 0.24
H 0.324 0.381 -0.710 -0.05
H 3.126 -0.034 -1.524 0.34
H 1.730 -0.579 -2.385 0.31
H 2.166 -1.365 -0.837 0.32
C -2.651 -0.073 -0.115 -1.08
C -2.235 -0.953 1.218 -0.49
H -2.574 0.992 0.058 0.31
H -2.132 -0.251 -1.036 0.31
H -3.640 -0.241 -0.393 0.39
H -1.140 -0.593 1.425 0.05
H -2.930 -0.607 2.011 0.25
H -2.260 -2.058 1.012 0.26
```

SMILES: CCC.CC
Total charge: 0
LUMO level: 0.0403 Eh
E: -198.85125 hartree
Orbital gap: 12.238 eV
Multiplicity: 1


M: 713.19; 74.17 (Da)
Maximum force: 1.4; 4.8 (eV/Å)